Entry 1:
Molecular formula: C6H13NS
Method: DFT, wB97M-V/def2-TZVPD

Results
Strongest force on any atom: 0.104 hartree/bohr
Gap between HOMO and LUMO (spin up / spin down): 0.2741 / 0.2900 Ha
HOMO (spin up / spin down): -7.22 / -7.49 eV
Electronic energy: -18752.3151 eV
LUMO energy (spin up / spin down): 0.24 / 0.40 eV
Total charge: 0
Energy above the lowest of the compared OMol25 structures with the same formula, charge and spin: 5.962 eV

Atoms and positions in Å:
C  -0.6082  1.6605  0.8426
C  0.7711  2.4033  1.0196
C  0.7339  0.8877  0.7601
C  1.0489  0.0379  2.0570
C  -1.1738  -3.1220  -2.6005
C  1.3114  0.2548  -0.4063
N  -0.9267  -2.6991  -1.2629
S  -0.6478  -1.2031  -0.9357
H  -1.2738  1.4590  1.7166
H  -1.2407  1.9415  0.0967
H  1.0034  3.1070  0.3300
H  1.1488  2.5474  2.0795
H  0.4835  -0.9014  2.0830
H  1.0442  0.6925  3.0052
H  2.1247  -0.2573  1.8318
H  -1.1106  -4.2815  -2.7584
H  -2.1695  -2.8058  -2.9114
H  -0.5554  -2.7267  -3.3628
H  2.2597  -0.3763  -0.3185
H  1.0892  0.9332  -1.2897
H  -0.8950  -1.2715  0.5209

Results of the Mulliken charge analysis, in e, for atoms 1 through 6: -0.72, -0.89, 1.08, -1.10, -0.67, -1.13



Entry 2:
Molecular formula: C6H13NS
Method: DFT, wB97M-V/def2-TZVPD

Results
Strongest force on any atom: 0.070 hartree/bohr
Gap between HOMO and LUMO (spin up / spin down): 0.2744 / 0.2916 Ha
HOMO (spin up / spin down): -7.10 / -7.49 eV
Electronic energy: -18752.7567 eV
LUMO energy (spin up / spin down): 0.37 / 0.44 eV
Total charge: 0
Energy above the lowest of the compared OMol25 structures with the same formula, charge and spin: 5.520 eV

Atoms and positions in Å:
C  -1.9030  -0.4514  1.0348
C  -2.7840  -0.1911  -0.2638
C  -1.3684  0.2953  -0.1863
C  -1.0317  1.8275  -0.0351
C  3.8532  1.0716  0.0095
C  -0.3576  -0.1870  -1.0537
N  2.9061  0.1516  0.6977
S  1.8711  -0.7002  -0.2028
H  -2.1575  0.1230  1.8661
H  -1.6063  -1.4124  1.2628
H  -3.1093  -1.0697  -0.8320
H  -3.4234  0.5769  -0.0909
H  0.0634  1.8765  -0.0182
H  -1.6027  2.3653  0.7437
H  -1.3136  2.2651  -1.0060
H  3.5792  2.1051  0.1635
H  4.6525  0.8636  0.7198
H  4.1881  0.8374  -1.0513
H  0.1266  0.4659  -1.7996
H  -0.4840  -1.2276  -1.2723
H  1.1420  -1.1982  0.8859

Results of the Mulliken charge analysis, in e, for atoms 1 through 6: -0.96, -0.84, 1.81, -1.51, -0.64, -1.82



Entry 3:
Molecular formula: C6H13NSi
Method: DFT, wB97M-V/def2-TZVPD

Results
Strongest force on any atom: 0.092 hartree/bohr
Gap between HOMO and LUMO: 0.3242 Ha
HOMO: -8.27 eV
Electronic energy: -15797.6057 eV
LUMO energy: 0.55 eV
Total charge: 0
Energy above the lowest of the compared OMol25 structures with the same formula, charge and spin: 2.094 eV

Atoms and positions in Å:
C  0.1417  -0.9223  2.6401
C  -1.1933  2.4821  1.2067
C  1.6914  -0.6249  -1.5050
C  -0.6118  -2.3588  0.0327
C  -1.6887  1.2815  0.4501
C  1.7589  -0.4013  0.0237
N  -0.0531  -0.8807  3.7629
Si  0.0654  -0.7814  0.7494
H  -0.3907  2.8240  0.5790
H  -2.0819  3.0558  1.2732
H  -1.0093  2.3262  2.2220
H  1.2602  -1.4882  -1.8724
H  1.1492  0.2007  -2.1223
H  2.7453  -0.6454  -2.0378
H  0.0667  -3.3003  0.0649
H  -1.4853  -2.8092  0.4403
H  -0.8440  -2.5048  -1.0439
H  -1.5842  1.3342  -0.6273
H  -2.7158  0.7977  0.6862
H  2.0229  0.7217  0.2978
H  2.4019  -1.0038  0.5262

Results of the Mulliken charge analysis, in e, for atoms 1 through 6: 0.24, -0.92, -1.14, -1.26, -0.70, -0.43



Entry 4:
Molecular formula: C6H13NaO4
Method: DFT, wB97M-V/def2-TZVPD

Results
<S²>: 0.755
Strongest force on any atom: 0.100 hartree/bohr
Gap between HOMO and LUMO (spin up / spin down): 0.3202 / 0.2179 Ha
Multiplicity: 2
HOMO (spin up / spin down): -12.94 / -12.93 eV
Electronic energy: -19030.1768 eV
LUMO energy (spin up / spin down): -4.23 / -7.00 eV
Total charge: +1

Atoms and positions in Å:
O  -4.6133  -0.3523  -0.8762
C  -3.5230  -0.7303  -0.5104
C  -2.8649  -0.3172  0.7752
C  -1.4415  0.2150  0.5967
C  -1.3966  1.5912  -0.0514
O  -0.1335  2.0458  -0.3360
Na  1.4179  2.7701  1.2193
H  -2.9354  -1.4345  -1.1450
H  -2.8189  -1.2341  1.3874
H  -3.5106  0.3970  1.3045
H  -0.8506  -0.4854  -0.0145
H  -0.9485  0.2574  1.5783
H  -1.9135  2.3624  0.5572
H  -1.9685  1.6273  -1.0061
O  2.2131  1.0904  -0.1023
C  2.8846  -0.0682  0.3006
C  2.9318  -1.0952  -0.8171
O  3.1967  -2.3425  -0.2129
H  1.1882  0.9163  -0.6870
H  2.4221  -0.5007  1.2049
H  3.9052  0.2522  0.5758
H  3.7176  -0.8180  -1.5391
H  1.9620  -1.1027  -1.3435
H  3.0796  -3.0437  -0.8583

Results of the Mulliken charge analysis, in e, for atoms 1 through 6: -0.43, -0.07, -0.58, -0.28, -0.40, -0.51



Entry 5:
Molecular formula: C6H13O2
Method: DFT, wB97M-V/def2-TZVPD

Results
Strongest force on any atom: 0.105 hartree/bohr
Gap between HOMO and LUMO: 0.2774 Ha
HOMO: -3.85 eV
Electronic energy: -10527.5944 eV
LUMO energy: 3.70 eV
Total charge: -1
Energy above the lowest of the compared OMol25 structures with the same formula, charge and spin: 2.110 eV

Atoms and positions in Å:
C  1.3387  -1.0228  1.0941
C  1.2362  -0.9852  -0.4764
C  1.4888  -2.3445  1.9029
C  2.3464  -0.0168  1.5209
H  0.2836  -0.6830  1.5424
H  1.1076  -1.8769  -0.9509
H  2.2753  -2.9571  1.5080
H  1.7359  -2.1886  2.9871
H  0.5574  -2.9110  1.8403
H  2.5258  0.0102  2.5941
H  3.2566  -0.1193  0.8449
H  2.0927  0.9939  1.2067
H  2.2763  -0.5829  -0.7825
H  0.3843  -0.1463  -0.6561
C  -2.9723  1.4286  -1.7520
C  -1.6040  1.1453  -0.9650
O  -1.5662  0.0858  -0.3341
O  -0.7017  2.0819  -1.1931
H  -3.7985  1.1910  -1.1205
H  -2.7280  0.5298  -2.2998
H  -2.8288  2.1706  -2.4427

Results of the Mulliken charge analysis, in e, for atoms 1 through 6: 1.08, -1.04, -1.53, -1.54, 0.09, 0.44



Entry 6:
Molecular formula: C6H13O2
Method: DFT, wB97M-V/def2-TZVPD

Results
Strongest force on any atom: 0.065 hartree/bohr
Gap between HOMO and LUMO: 0.2681 Ha
HOMO: -3.92 eV
Electronic energy: -10528.9656 eV
LUMO energy: 3.38 eV
Total charge: -1
Energy above the lowest of the compared OMol25 structures with the same formula, charge and spin: 0.739 eV

Atoms and positions in Å:
C  1.4190  1.2283  2.8566
C  2.1990  -0.0765  2.6043
O  1.5118  -1.1129  2.7410
O  3.3948  0.0951  2.2997
H  0.6173  1.2393  3.6075
H  0.8617  1.4615  1.9342
H  2.0126  2.1461  2.9608
C  -0.8521  0.0250  -1.5398
C  0.6152  -0.3356  -1.2067
C  -1.4321  -1.0322  -2.4290
C  -1.7424  0.1661  -0.3182
H  -0.8151  0.9705  -2.0738
H  0.7032  -1.4178  -1.1368
H  -1.3301  -2.0707  -2.0620
H  -2.4635  -0.9247  -2.7927
H  -0.9625  -1.1871  -3.4440
H  -1.2412  0.8043  0.4225
H  -2.7480  0.5788  -0.4059
H  0.9171  0.1186  -0.2532
H  1.2594  0.1007  -1.9828
H  -1.9238  -0.7768  0.2180

Results of the Mulliken charge analysis, in e, for atoms 1 through 6: -0.70, 0.59, -0.72, -0.73, 0.26, 0.02



Entry 7:
Molecular formula: C6H13O2
Method: DFT, wB97M-V/def2-TZVPD

Results
Strongest force on any atom: 0.035 hartree/bohr
Gap between HOMO and LUMO: 0.2886 Ha
HOMO: -3.93 eV
Electronic energy: -10528.8021 eV
LUMO energy: 3.93 eV
Total charge: -1
Energy above the lowest of the compared OMol25 structures with the same formula, charge and spin: 0.903 eV

Atoms and positions in Å:
C  -1.4154  -0.5110  1.4689
C  -2.3005  -1.7215  1.6512
C  -0.0647  -0.5695  2.2069
H  -1.3641  -0.2450  0.4145
H  -2.0833  0.3727  1.6231
H  -3.3460  -1.5050  1.4387
H  -0.0380  0.1425  3.0436
H  -2.2765  -2.1335  2.6714
H  -1.9168  -2.5702  1.0785
H  0.0668  -1.5297  2.7091
H  0.7948  -0.5218  1.5427
C  0.0569  1.2463  -1.1955
C  0.4137  1.9034  -2.5173
C  1.0718  0.1648  -0.7934
O  2.1183  0.5426  -0.2039
O  0.7108  -1.0218  -0.9698
H  0.0472  2.0044  -0.3763
H  -0.9626  0.8791  -1.1512
H  0.0556  1.3471  -3.3956
H  1.4958  1.9444  -2.6377
H  0.0444  2.9350  -2.5874

Results of the Mulliken charge analysis, in e, for atoms 1 through 6: 0.36, -1.37, -1.06, -0.13, 0.33, 0.36



Entry 8:
Molecular formula: C6H13O2
Method: DFT, wB97M-V/def2-TZVPD

Results
<S²>: 0.755
Strongest force on any atom: 0.097 hartree/bohr
Gap between HOMO and LUMO (spin up / spin down): 0.3621 / 0.2969 Ha
Multiplicity: 2
HOMO (spin up / spin down): -9.36 / -9.31 eV
Electronic energy: -10523.5821 eV
LUMO energy (spin up / spin down): 0.49 / -1.23 eV
Total charge: 0
Energy above the lowest of the compared OMol25 structures with the same formula, charge and spin: 2.365 eV

Atoms and positions in Å:
C  0.9511  -1.8215  0.4427
O  0.3734  -2.9989  0.3060
C  0.3865  -0.8810  -0.7099
C  0.7854  0.5564  -0.4990
C  0.1565  1.3445  0.7103
C  0.9549  1.8129  1.6551
C  -1.3208  1.5290  0.7688
H  2.2028  -1.8927  0.2443
H  0.7325  -1.3311  1.4206
H  -0.6738  -0.8960  -0.6566
H  0.6591  -1.2425  -1.6404
H  0.5068  1.0262  -1.4403
H  1.9561  0.5746  -0.4990
H  0.6368  2.4715  2.3686
H  2.0071  1.3330  1.5372
H  -1.6247  2.0943  1.6450
H  -1.7414  0.4244  0.9125
H  -1.7844  2.0863  -0.0153
H  -1.9486  1.1971  -2.4019
H  -1.2100  -0.0467  -2.6386
O  -1.7733  0.3688  -1.9365

Results of the Mulliken charge analysis, in e, for atoms 1 through 6: -0.29, -0.39, -1.02, -0.48, 0.75, -1.06



Entry 9:
Molecular formula: C6H13O3
Method: DFT, wB97M-V/def2-TZVPD

Results
<S²>: 0.753
Strongest force on any atom: 0.029 hartree/bohr
Gap between HOMO and LUMO (spin up / spin down): 0.3278 / 0.3749 Ha
Multiplicity: 2
HOMO (spin up / spin down): -8.10 / -10.13 eV
Electronic energy: -12572.1705 eV
LUMO energy (spin up / spin down): 0.82 / 0.08 eV
Total charge: 0
Energy above the lowest of the compared OMol25 structures with the same formula, charge and spin: 1.581 eV

Atoms and positions in Å:
C  -1.7778  1.1227  -1.7286
O  -2.5165  0.1654  -1.0013
C  -1.7001  -0.6353  -0.2068
C  -2.4654  -1.5326  0.7167
O  -3.6368  -1.6331  0.8501
H  -2.4900  1.7000  -2.3281
H  -1.2255  1.8013  -1.0575
H  -1.0476  0.6335  -2.3954
H  -1.0427  -0.0159  0.4364
H  -1.0367  -1.2924  -0.8023
H  0.1677  -1.7177  1.4140
C  1.6228  1.7809  0.0792
O  1.2455  0.7190  0.9158
C  1.7741  -0.5210  0.5060
C  1.3044  -1.6125  1.4406
H  1.1483  2.6944  0.4574
H  2.7182  1.9215  0.0765
H  1.2863  1.6060  -0.9583
H  2.8792  -0.4607  0.4993
H  1.4560  -0.7430  -0.5311
H  1.7334  -2.5776  1.1413
H  1.6033  -1.4030  2.4762

Results of the Mulliken charge analysis, in e, for atoms 1 through 6: -0.58, -0.37, 0.23, -0.24, -0.31, 0.28



Entry 10:
Molecular formula: C6H13O3Sn
Method: DFT, wB97M-V/def2-TZVPD

Results
Strongest force on any atom: 0.117 hartree/bohr
Gap between HOMO and LUMO: 0.3256 Ha
HOMO: -12.00 eV
Electronic energy: -18396.6335 eV
LUMO energy: -3.14 eV
Total charge: +1
Energy above the lowest of the compared OMol25 structures with the same formula, charge and spin: 0.888 eV

Atoms and positions in Å:
C  -1.4063  -1.8567  -2.1261
O  -0.3860  -1.1961  -1.4046
C  0.1341  0.0322  -1.9871
C  1.2382  0.4992  -1.0748
O  0.9532  1.7906  -0.5323
C  1.3717  1.9118  0.8032
C  0.3158  1.3301  1.7236
O  0.0895  -0.0389  1.4097
H  -1.6979  -2.7363  -1.5429
H  -2.2693  -1.1869  -2.2515
H  -1.0263  -2.1646  -3.1115
H  -0.7021  0.7433  -2.0812
H  0.5358  -0.2397  -2.9752
H  2.1514  0.6383  -1.6778
H  1.4391  2.9851  1.0301
H  2.3554  1.4556  1.0036
H  -0.6622  1.7943  1.5262
H  0.6281  1.4203  2.7730
Sn  0.8652  -1.2693  0.1474
C  -0.8008  -0.8468  2.4064
H  -1.8003  -0.4835  2.1405
H  -0.8837  -1.9418  2.3760
H  -0.4427  -0.6404  3.4254

Results of the Mulliken charge analysis, in e, for atoms 1 through 6: -0.60, -0.24, -0.59, -0.43, -0.39, -0.68